The following is a quantum chemistry calculation of a structure of composition C17H12IrN3OS5, from the OMol25 dataset.

Results
* frontier orbital gap (alpha / beta): 5.38 / 6.10 eV
* charge: -2
* ⟨S²⟩: 6.0196
* strongest force on any atom: 1.8 eV/Å
* spin multiplicity: 5

Last column: Löwdin charge in e.
CARTESIAN COORDINATES (ANGSTROEM)
Ir  0.39  0.31  0.19  0.947
O  0.24  2.08  -1.31  -0.294
C  -0.04  3.20  -0.77  -0.435
C  0.83  4.31  -0.89  -0.035
C  0.54  5.53  -0.34  -0.129
C  -0.65  5.73  0.37  -0.148
C  -1.53  4.68  0.50  -0.074
C  -1.27  3.43  -0.05  -0.103
C  -2.19  2.33  0.11  -0.290
N  -1.89  1.04  0.11  -0.007
C  -3.04  0.36  0.32  -0.156
C  -4.08  1.23  0.42  -0.113
N  -3.53  2.48  0.29  0.104
H  1.77  4.14  -1.39  0.096
H  1.24  6.35  -0.42  0.088
H  -0.86  6.69  0.83  0.077
H  -2.43  4.82  1.10  0.097
H  -3.05  -0.71  0.38  0.100
H  -5.13  1.09  0.58  0.093
H  -4.00  3.37  0.31  0.141
S  0.72  -4.46  -0.64  0.315
C  0.58  -2.83  -0.31  -1.938
S  -0.26  -1.75  -1.35  0.359
S  1.26  -2.12  1.08  0.398
S  -2.25  1.09  3.95  0.445
C  -1.02  0.85  2.97  -1.027
N  -0.09  0.71  2.27  -0.120
S  2.66  1.11  -0.51  0.598
C  4.15  0.29  -0.15  -0.677
C  4.32  -0.63  0.89  -0.142
C  5.54  -1.23  1.11  -0.109
C  6.64  -0.90  0.32  -0.140
C  6.49  0.01  -0.71  -0.134
C  5.27  0.59  -0.95  -0.157
H  3.48  -0.88  1.51  0.026
H  5.65  -1.96  1.89  0.094
H  7.61  -1.37  0.50  0.080
H  7.34  0.26  -1.34  0.086
H  5.13  1.30  -1.75  0.082


The following is a quantum chemistry calculation of an isolated molecule of C17H12N2O4, from the OMol25 dataset.

Results
* frontier orbital gap: 8.69 eV
* relative energy (zero: lowest compared OMol25 entry of this formula, charge and spin): 0.2338 eV
* SMILES string: Cc1c(C(=O)Oc2cccc3cccnc23)cccc1[N+](=O)[O-]
* strongest force on any atom: 1.4 eV/Å

Last column: Löwdin charge in e.
CARTESIAN COORDINATES (ANGSTROEM)
C  -1.71  -1.43  -0.34  -0.015
C  -2.48  -0.20  0.03  -0.105
C  -1.81  0.92  0.53  -0.071
C  -0.32  0.98  0.65  -0.444
O  0.28  1.12  1.67  0.164
O  0.24  0.97  -0.58  0.094
C  1.62  0.89  -0.65  -0.165
C  2.34  1.90  -1.22  0.017
C  3.74  1.81  -1.31  -0.065
C  4.40  0.73  -0.80  -0.032
C  3.69  -0.33  -0.21  -0.145
C  4.30  -1.48  0.33  -0.007
C  3.52  -2.47  0.87  -0.044
C  2.12  -2.30  0.87  -0.112
N  1.52  -1.25  0.38  0.125
C  2.27  -0.26  -0.14  -0.146
C  -2.50  2.05  0.96  0.005
C  -3.88  2.11  0.86  -0.051
C  -4.56  1.03  0.32  0.008
C  -3.87  -0.11  -0.08  -0.090
N  -4.68  -1.17  -0.62  -0.346
O  -4.21  -2.28  -0.74  0.081
O  -5.82  -0.89  -0.94  0.073
H  -2.05  -2.27  0.26  0.094
H  -1.89  -1.70  -1.38  0.099
H  -0.65  -1.30  -0.17  0.048
H  1.83  2.77  -1.60  0.124
H  4.29  2.62  -1.77  0.107
H  5.48  0.66  -0.85  0.113
H  5.38  -1.57  0.30  0.117
H  3.95  -3.36  1.30  0.103
H  1.48  -3.07  1.27  0.113
H  -1.95  2.88  1.38  0.127
H  -4.42  2.98  1.19  0.109
H  -5.64  1.05  0.21  0.119


The following is a quantum chemistry calculation of a cluster of 2 separate species, C17H12N5O8 in total, from the OMol25 dataset.

Results
* frontier orbital gap: 5.46 eV
* charge: -1
* relative energy (zero: lowest compared OMol25 entry of this formula, charge and spin): 0.1912 eV
* strongest force on any atom: 3.0 eV/Å

Last column: Löwdin charge in e.
CARTESIAN COORDINATES (ANGSTROEM)
N  1.40  2.37  -2.31  0.157
C  1.54  1.77  -1.31  -0.194
C  1.84  1.13  -0.06  -0.215
C  0.80  0.77  0.86  0.009
C  1.27  0.38  2.16  -0.085
N  0.55  0.30  3.35  -0.145
O  -0.60  0.56  3.68  0.049
O  1.52  -0.06  4.33  0.012
N  2.79  -0.09  3.81  0.124
C  2.61  0.21  2.49  -0.157
C  3.64  0.49  1.50  -0.101
N  5.05  0.47  1.84  -0.345
O  5.44  -0.02  2.92  0.031
O  5.82  0.94  0.97  0.000
C  3.20  0.95  0.25  0.054
H  -0.16  1.32  0.83  0.137
H  3.96  1.26  -0.49  0.138
C  -3.07  -2.01  3.47  -0.085
C  -3.16  -0.96  2.41  -0.221
O  -1.89  -1.10  1.69  -0.032
C  -1.81  -0.28  0.63  -0.500
C  -0.60  -0.55  -0.22  -0.043
C  -0.71  -0.33  -1.63  -0.204
C  -1.59  0.68  -2.15  -0.010
C  -1.68  0.94  -3.51  0.006
C  -0.89  0.21  -4.41  -0.178
N  -0.95  0.50  -5.80  -0.332
O  -0.28  -0.19  -6.60  0.024
O  -1.68  1.45  -6.19  0.025
C  -0.04  -0.82  -3.95  -0.001
C  0.06  -1.09  -2.59  -0.016
O  -2.65  0.60  0.45  0.052
H  -3.93  -1.97  4.13  0.074
H  -3.11  -3.00  3.00  0.076
H  -2.15  -1.93  4.05  0.078
H  -3.98  -1.18  1.70  0.130
H  -3.25  0.06  2.83  0.126
H  0.02  -1.38  0.11  0.125
H  -2.20  1.24  -1.45  0.099
H  -2.35  1.71  -3.89  0.116
H  0.54  -1.39  -4.67  0.111
H  0.70  -1.91  -2.25  0.111


The following is a quantum chemistry calculation of a structure of composition C17H13ClLaN2O6, from the OMol25 dataset.

Results
* frontier orbital gap: 3.76 eV
* charge: -1
* relative energy (zero: lowest compared OMol25 entry of this formula, charge and spin): 1.1939 eV
* strongest force on any atom: 3.8 eV/Å

Last column: Löwdin charge in e.
CARTESIAN COORDINATES (ANGSTROEM)
C  2.06  -2.33  -0.53  -0.205
C  2.11  -2.45  -1.97  -0.205
C  0.76  -2.50  -2.48  -0.231
H  3.02  -2.46  -2.54  0.098
C  -0.15  -2.40  -1.36  -0.256
C  0.66  -2.31  -0.16  -0.266
H  0.31  -2.32  0.85  0.087
H  2.88  -2.33  0.18  0.111
H  0.46  -2.43  -3.52  0.101
H  -1.24  -2.29  -1.37  0.107
La  0.89  -0.02  -1.37  1.785
Cl  2.29  1.26  0.42  -0.199
C  1.26  2.59  -6.07  -0.228
C  0.01  1.94  -6.42  -0.229
C  0.33  0.69  -7.08  -0.224
H  -0.98  2.33  -6.25  0.034
C  1.77  0.57  -7.14  -0.221
C  2.34  1.74  -6.52  -0.223
H  3.40  1.95  -6.42  0.037
H  1.36  3.55  -5.59  0.035
H  -0.39  -0.01  -7.48  0.036
H  2.32  -0.25  -7.59  0.038
O  0.81  -0.70  2.10  -0.099
C  -0.28  -0.16  1.82  -0.637
O  -0.77  0.09  0.66  -0.192
C  -1.02  0.13  3.14  -0.074
C  -1.98  1.10  3.32  0.095
C  -2.45  1.40  4.65  -0.126
C  -1.96  0.70  5.76  0.100
C  -1.00  -0.31  5.57  -0.127
C  -0.54  -0.60  4.26  0.106
N  -0.45  -1.02  6.67  -0.325
O  -0.84  -0.75  7.82  0.056
O  0.40  -1.91  6.46  0.065
N  -3.38  2.45  4.86  -0.332
O  -3.83  3.09  3.89  0.067
O  -3.73  2.71  6.03  0.048
H  -2.37  1.67  2.48  0.130
H  -2.30  0.94  6.77  0.130
H  0.24  -1.36  4.15  0.133


Number 1: total energy -81357.44273 eV. Number 2: total energy -28991.58123 eV. Number 3: total energy -41645.12309 eV. Number 4: total energy -46483.70025 eV.